C8H16O12V2 | wB97M-V/def2-TZVPD

LUMO energy: 2.247 eV
ΔE to the lowest compared entry with this formula, charge and spin: 633.6 kJ/mol
HOMO level: -0.0380 Ha

The geometry in ORCA input format:
```
! wB97M-V def2-TZVPD RIJCOSX def2/J DEFGRID3
* xyz -2 1
O -0.876 -0.814 2.419
V -2.141 -1.002 3.389
O -2.425 -2.544 3.795
O 1.736 -0.304 1.452
V 0.827 0.762 0.759
O 1.689 1.647 -0.291
C -1.387 -0.532 -0.778
O -1.924 -1.681 -0.998
O -0.194 -0.570 -0.681
O -2.086 0.463 -0.701
C -0.437 2.522 2.543
O -0.659 2.404 1.376
O -1.245 2.836 3.373
O 0.579 1.961 2.914
C -1.560 4.725 -3.231
C -1.232 3.820 -2.027
C 0.258 3.845 -1.748
O -2.033 4.336 -0.933
H -2.602 4.648 -3.541
H -0.821 4.649 -4.029
H -1.296 5.764 -3.036
H -1.681 2.860 -2.280
H 0.707 4.835 -1.822
H 0.671 3.158 -2.487
H 0.523 3.494 -0.751
H -1.859 5.275 -0.830
C 1.253 -5.841 -0.139
C 1.262 -4.741 0.951
C 2.598 -4.041 1.160
O 0.332 -3.712 0.656
H 0.239 -6.122 -0.423
H 1.845 -6.714 0.136
H 1.773 -5.584 -1.062
H 0.943 -5.176 1.899
H 3.190 -4.248 0.269
H 3.074 -4.382 2.080
H 2.570 -2.958 1.279
H 0.390 -3.040 1.339
*
```